No. 1
{"formula": "C35H65BF3O10S", "method": "wB97M-V/def2-TZVPD", "elements": ["C", "C", "C", "C", "O", "B", "C", "C", "C", "C", "C", "C", "C", "C", "C", "C", "C", "O", "C", "C", "C", "C", "C", "C", "C", "C", "C", "C", "C", "S", "O", "O", "C", "F", "F", "F", "H", "H", "H", "H", "H", "H", "H", "H", "H", "H", "H", "H", "H", "H", "H", "H", "H", "H", "H", "H", "H", "H", "H", "H", "H", "H", "H", "H", "H", "H", "H", "H", "H", "H", "H", "H", "H", "H", "H", "H", "H", "H", "H", "H", "H", "H", "H", "H", "H", "C", "C", "O", "C", "O", "O", "C", "H", "H", "H", "H", "H", "H", "H", "H", "C", "C", "O", "C", "O", "O", "C", "H", "H", "H", "H", "H", "H", "H", "H"], "xyz": [[5.561, -4.469, 4.033], [4.234, -4.307, 3.846], [3.651, -3.759, 2.568], [3.732, -2.233, 2.630], [2.663, -1.689, 3.342], [2.823, -0.194, 3.174], [1.310, 0.385, 3.205], [1.114, 1.908, 3.317], [-0.301, 2.257, 3.828], [-0.874, 3.555, 3.257], [-1.447, 3.401, 1.831], [-2.349, 2.166, 1.623], [-1.832, 1.162, 0.571], [-2.815, 0.885, -0.573], [-2.133, -0.014, -1.618], [-2.867, -0.081, -2.963], [-4.385, -0.243, -2.835], [3.546, -0.135, 1.791], [3.618, -1.402, 1.293], [2.343, -1.776, 0.531], [2.147, -1.156, -0.870], [2.703, 0.258, -1.071], [1.764, 1.306, -0.440], [2.908, 0.563, -2.583], [4.268, 1.220, -2.834], [4.299, 2.644, -2.344], [5.368, 3.247, -1.845], [6.768, 2.745, -2.072], [5.231, 4.495, -1.010], [5.263, -1.657, 0.442], [6.196, -2.312, 1.319], [5.751, -0.452, -0.179], [5.101, -2.848, -1.005], [6.299, -3.385, -1.202], [4.758, -2.220, -2.121], [4.240, -3.843, -0.786], [6.181, -5.039, 3.346], [6.068, -4.052, 4.901], [3.533, -4.557, 4.641], [4.210, -4.164, 1.718], [2.602, -4.059, 2.497], [4.624, -1.930, 3.188], [3.559, 0.342, 3.999], [0.786, -0.116, 4.031], [0.757, 0.103, 2.296], [1.270, 2.310, 2.311], [1.852, 2.315, 4.013], [-0.218, 2.376, 4.914], [-0.968, 1.407, 3.674], [-0.064, 4.292, 3.221], [-1.651, 3.952, 3.918], [-2.051, 4.291, 1.627], [-0.618, 3.434, 1.120], [-3.323, 2.522, 1.271], [-2.539, 1.650, 2.565], [-1.598, 0.191, 1.018], [-0.936, 1.571, 0.104], [-3.149, 1.819, -1.035], [-3.682, 0.332, -0.195], [-1.133, 0.391, -1.798], [-2.038, -1.031, -1.226], [-2.615, 0.766, -3.607], [-2.501, -0.971, -3.487], [-4.613, -1.056, -2.138], [-4.853, 0.682, -2.491], [-4.817, -0.529, -3.796], [1.502, -1.560, 1.182], [2.331, -2.863, 0.389], [1.062, -1.092, -1.034], [2.507, -1.821, -1.657], [3.674, 0.408, -0.605], [1.119, 1.765, -1.198], [1.105, 0.859, 0.303], [2.330, 2.117, 0.021], [2.907, -0.384, -3.133], [2.098, 1.183, -2.976], [5.062, 0.649, -2.353], [4.451, 1.214, -3.920], [3.379, 3.224, -2.395], [7.403, 3.609, -2.293], [6.830, 2.044, -2.902], [7.188, 2.287, -1.170], [6.127, 5.118, -1.108], [5.154, 4.231, 0.046], [4.384, 5.103, -1.331], [-8.129, 0.696, -0.532], [-6.892, 0.768, 0.337], [-6.472, 2.125, 0.549], [-7.181, 2.816, 1.436], [-8.115, 2.409, 2.081], [-6.680, 4.051, 1.494], [-7.384, 4.935, 2.367], [-7.963, 1.228, -1.470], [-8.371, -0.343, -0.755], [-8.984, 1.152, -0.033], [-6.053, 0.286, -0.161], [-7.044, 0.267, 1.294], [-7.477, 4.506, 3.362], [-8.373, 5.156, 1.966], [-6.794, 5.846, 2.411], [-4.920, -4.124, -3.404], [-4.257, -4.239, -2.049], [-3.010, -4.949, -2.113], [-1.986, -4.247, -2.603], [-2.030, -3.099, -2.967], [-0.908, -5.027, -2.612], [0.253, -4.405, -3.174], [-5.041, -5.111, -3.853], [-5.903, -3.661, -3.302], [-4.321, -3.516, -4.081], [-4.876, -4.823, -1.370], [-4.098, -3.259, -1.599], [0.449, -3.451, -2.690], [0.127, -4.262, -4.246], [1.087, -5.078, -3.000]], "lowdin_charge": [-0.0142, -0.1610, -0.1402, -0.3401, -0.0376, -0.5854, -0.1328, -0.2129, -0.2237, -0.2158, -0.1956, -0.1865, -0.1989, -0.2173, -0.2138, -0.2587, -0.1159, -0.0177, -0.4564, -0.0883, -0.1473, -0.3390, -0.0527, -0.1674, -0.1977, -0.0892, -0.3523, -0.0588, -0.0699, 0.8423, -0.2761, -0.2893, -0.6659, 0.1387, 0.1363, 0.1293, 0.0514, 0.0481, 0.0978, 0.1051, 0.1172, 0.1416, 0.1079, 0.1013, 0.0716, 0.0925, 0.1035, 0.1055, 0.0858, 0.1055, 0.0981, 0.0960, 0.0983, 0.0928, 0.0949, 0.1164, 0.0759, 0.1216, 0.0974, 0.1002, 0.1049, 0.1056, 0.0743, 0.0570, 0.0613, 0.0671, 0.1197, 0.1079, 0.1113, 0.0805, 0.0971, 0.0668, 0.0492, 0.0837, 0.0971, 0.1029, 0.0896, 0.1130, 0.1114, 0.0709, 0.0719, 0.0866, 0.0635, 0.0836, 0.0726, -0.0629, -0.2067, 0.0360, -0.6116, 0.1185, 0.0047, -0.0419, 0.0813, 0.0791, 0.0727, 0.0989, 0.1267, 0.0950, 0.0961, 0.0925, -0.0662, -0.2081, 0.0418, -0.5935, 0.1101, 0.0146, -0.0249, 0.0795, 0.0795, 0.0728, 0.1226, 0.1082, 0.0882, 0.0983, 0.0948], "total_charge": -1, "gap_ev": 7.2071}

***

No. 2
{"formula": "C35H65BGeN6Pd", "method": "wB97M-V/def2-TZVPD", "elements": ["Pd", "C", "C", "C", "C", "C", "C", "C", "C", "C", "N", "N", "B", "N", "N", "C", "C", "C", "C", "C", "C", "C", "C", "C", "N", "N", "C", "C", "C", "C", "C", "C", "C", "C", "C", "H", "H", "H", "H", "H", "H", "H", "H", "H", "H", "H", "H", "H", "H", "H", "H", "H", "H", "H", "H", "H", "H", "H", "H", "H", "H", "H", "H", "H", "H", "H", "H", "H", "H", "H", "H", "H", "H", "H", "H", "H", "H", "H", "H", "H", "H", "C", "C", "C", "C", "Ge", "C", "C", "C", "C", "H", "H", "H", "H", "H", "H", "H", "H", "H", "H", "H", "H", "H", "H", "H", "H", "H", "H", "H"], "xyz": [[0.079, -0.826, -1.057], [1.107, -2.551, -2.881], [2.655, -2.514, -2.724], [3.343, -2.217, -4.052], [3.111, -1.584, -1.605], [4.330, -1.493, -0.920], [4.154, -0.555, 0.050], [5.224, -0.223, 1.089], [4.873, -0.885, 2.422], [5.543, 1.273, 1.223], [2.882, -0.095, -0.024], [2.267, -0.731, -1.060], [1.979, 0.774, 0.918], [1.154, 1.774, 0.036], [0.260, 1.240, -0.882], [-0.066, 2.220, -1.717], [0.536, 3.420, -1.337], [1.290, 3.110, -0.205], [2.028, 4.229, 0.542], [1.040, 5.134, 1.323], [3.281, 3.952, 1.346], [-0.927, 1.976, -2.911], [-2.216, 2.774, -2.863], [-0.210, 2.307, -4.239], [1.116, -0.173, 1.801], [0.636, -1.380, 1.322], [0.117, -2.018, 2.370], [0.255, -1.246, 3.527], [0.875, -0.089, 3.131], [1.209, 1.040, 4.081], [2.647, 1.106, 4.570], [0.679, 2.370, 3.582], [-0.484, -3.394, 2.245], [-0.084, -4.028, 0.906], [-2.006, -3.336, 2.424], [0.802, -3.409, -3.477], [0.641, -2.806, -1.922], [0.774, -1.633, -3.373], [2.954, -3.526, -2.398], [3.051, -1.248, -4.427], [4.412, -2.163, -3.917], [3.148, -2.964, -4.800], [5.234, -2.089, -1.053], [6.113, -0.682, 0.686], [3.964, -0.455, 2.782], [4.693, -1.939, 2.281], [5.684, -0.727, 3.139], [4.734, 1.781, 1.735], [6.473, 1.391, 1.793], [5.689, 1.716, 0.236], [2.694, 1.401, 1.649], [0.484, 4.379, -1.790], [2.369, 4.818, -0.312], [0.599, 4.623, 2.179], [1.625, 5.983, 1.698], [0.244, 5.489, 0.704], [3.054, 3.453, 2.291], [3.974, 3.349, 0.794], [3.733, 4.900, 1.605], [-1.126, 0.895, -2.858], [-1.969, 3.851, -2.833], [-2.845, 2.545, -3.726], [-2.788, 2.527, -1.970], [-0.015, 3.370, -4.284], [0.757, 1.806, -4.340], [-0.837, 1.968, -5.060], [-0.039, -1.544, 4.526], [0.603, 0.769, 4.961], [3.322, 1.385, 3.763], [2.737, 1.851, 5.371], [2.974, 0.111, 4.931], [1.167, 2.638, 2.674], [-0.381, 2.238, 3.347], [0.800, 3.153, 4.323], [-0.070, -3.974, 3.092], [-0.568, -3.511, 0.070], [0.996, -3.946, 0.757], [-0.340, -5.077, 0.894], [-2.441, -2.596, 1.760], [-2.458, -4.309, 2.197], [-2.281, -3.063, 3.457], [-6.481, -0.468, 1.446], [-5.010, -0.616, 1.131], [-4.342, 0.635, 0.548], [-2.857, 0.454, 0.234], [-2.306, -0.926, -1.023], [-3.213, -0.811, -2.746], [-4.723, -1.075, -2.817], [-5.094, -2.499, -2.408], [-4.467, -3.544, -3.333], [-6.916, -1.401, 1.816], [-7.035, -0.201, 0.533], [-6.628, 0.322, 2.201], [-4.865, -1.449, 0.454], [-4.505, -0.935, 2.044], [-4.464, 1.462, 1.251], [-4.897, 0.909, -0.354], [-2.316, 0.300, 1.171], [-2.438, 1.346, -0.191], [-2.597, -2.320, -0.419], [-2.696, -1.495, -3.403], [-2.980, 0.183, -3.132], [-5.035, -0.911, -3.866], [-5.248, -0.335, -2.210], [-6.170, -2.618, -2.450], [-4.792, -2.636, -1.370], [-4.651, -3.299, -4.371], [-4.893, -4.532, -3.134], [-3.401, -3.632, -3.184]], "lowdin_charge": [0.5948, -0.0883, -0.3367, -0.0637, -0.2501, 0.0218, -0.2020, -0.3372, -0.0385, -0.0564, 0.0684, 0.0166, -0.4840, 0.0764, 0.0062, -0.2824, 0.0339, -0.1554, -0.3326, -0.0425, -0.0695, -0.3931, -0.0653, -0.0484, 0.0495, 0.0947, -0.2822, 0.0221, -0.2177, -0.3579, -0.0589, -0.0599, -0.3581, -0.0840, -0.0705, 0.0864, 0.0435, 0.0719, 0.1411, 0.0786, 0.0718, 0.0724, 0.1210, 0.1200, 0.0378, 0.0830, 0.0889, 0.0295, 0.0855, 0.0873, 0.0953, 0.1116, 0.1305, 0.0612, 0.0835, 0.0655, 0.0633, 0.0545, 0.0832, 0.0707, 0.0913, 0.0818, 0.0660, 0.0735, 0.0801, 0.0772, 0.1168, 0.1341, 0.0486, 0.0850, 0.0918, 0.0182, 0.0987, 0.0877, 0.1402, 0.0285, 0.0758, 0.0714, 0.0305, 0.0806, 0.0818, -0.1156, -0.2959, -0.2745, -0.3512, 0.8346, -0.3529, -0.2728, -0.2793, -0.1066, 0.0699, 0.0729, 0.0774, 0.0658, 0.1054, 0.1080, 0.0927, 0.0621, 0.0193, -0.0488, 0.0460, 0.0304, 0.1113, 0.0881, 0.1007, 0.0656, 0.0723, 0.0723, 0.0563], "total_charge": 0, "gap_ev": [7.9514, 7.9513]}

***

What largest force on an atom values result from the calculations? In sequence: 1.78 1.48 eV/A.